1.
Molecular formula: C9H9N4S
Method: DFT, ωB97M-V/def2-TZVPD

Values from the calculation:
Multiplicity: 1
Total energy, Ha: -965.2015
Orbital gap (alpha / beta), eV: 6.35 / 6.35
M, u: 205.3
Total charge: +1
F_max, eV Å⁻¹: 5.32
Lowest unoccupied orbital energy (alpha / beta), eV: -5.00 / -5.00

The geometry in XYZ format:
```
23
Properties=species:S:1:pos:R:3:mulliken_charge:R:1
H 2.12529 0.93190 -1.80215 0.314
N 1.43139 -1.72155 0.71017 -0.504
C -3.01787 -1.96972 -0.21208 -0.833
C -0.13246 0.21522 0.27575 1.522
H 0.94115 -2.31274 1.47789 0.278
S -2.88818 1.92395 0.17701 -0.185
H 3.15595 2.37624 0.53675 0.382
H -3.52177 -2.85743 -0.45214 0.479
N 0.31614 2.67839 -0.05497 -0.508
C -1.34814 -0.45160 0.16731 0.246
N 2.63249 1.71470 -1.33521 -0.158
H -0.91133 -2.62103 0.02392 0.390
C 1.09520 -0.40423 0.45152 0.098
C 2.67342 1.64896 -0.04448 -0.139
N 2.21292 0.58251 0.63290 -0.191
H 2.86236 2.47227 -1.83009 0.187
H -4.60223 -0.54010 -0.50766 0.496
C -1.60429 -1.77696 -0.11966 -0.465
C -0.06567 1.58997 -0.01842 -0.470
C -3.59108 -0.73406 -0.37696 -0.330
C -2.56056 0.33057 -0.10552 -0.134
H 2.38386 0.59074 1.61764 0.234
H 2.41342 -1.66601 0.78846 0.290
```

***

2.
Molecular formula: C9H9NO
Method: DFT, ωB97M-V/def2-TZVPD

Values from the calculation:
Multiplicity: 3
Total energy, Ha: -478.0849
<S²>: 2.041
Orbital gap (alpha / beta), eV: 7.83 / 8.01
M, u: 147.2
Energy relative to the best compared isomer or geometry (same formula, charge and spin), eV: 2.260
F_max, eV Å⁻¹: 4.60
Lowest unoccupied orbital energy (alpha / beta), eV: 0.96 / -1.45

The geometry in XYZ format:
```
20
Properties=species:S:1:pos:R:3:mulliken_charge:R:1
C 2.09130 -1.72290 0.10419 -0.763
C -1.65660 1.49228 0.53806 -0.924
C -1.19770 0.09888 0.30533 0.364
H 4.07083 -0.69783 -0.18107 0.314
N -3.19247 -0.87277 -0.00337 -0.244
C 2.95804 -0.68704 -0.11887 -0.332
H -0.08784 -2.26365 0.15879 0.527
H -0.96162 2.29941 0.03065 0.261
H 3.23150 1.30031 -0.38511 0.312
C 2.44340 0.59322 -0.15269 -0.471
H -3.73760 0.00893 -1.68646 0.367
H 2.38318 -2.70382 0.11310 0.444
C 0.69900 -1.56491 0.06530 -0.383
H 0.89073 1.91715 -0.14812 0.055
O -2.07113 -0.95314 0.73269 -0.218
H -2.66952 1.84552 0.18020 0.354
H -1.52546 1.62410 1.57434 0.341
C 1.11950 0.84526 -0.10169 -0.563
C 0.20428 -0.26605 0.08795 0.882
C -2.99180 -0.29295 -1.11321 -0.323
```

***

3.
Molecular formula: C9H9NO4
Method: DFT, ωB97M-V/def2-TZVPD

Values from the calculation:
Multiplicity: 1
Total energy, Ha: -703.9160
Orbital gap, eV: 8.79
M, u: 195.2
Energy relative to the best compared isomer or geometry (same formula, charge and spin), eV: 4.433
F_max, eV Å⁻¹: 5.85
Lowest unoccupied orbital energy, eV: -0.58

The geometry in XYZ format:
```
23
Properties=species:S:1:pos:R:3:mulliken_charge:R:1
O -0.63156 -0.15802 -3.23634 -0.392
C -1.17622 0.12166 0.84804 -0.282
H -1.08900 2.68553 -0.46062 0.324
N 1.71284 0.78151 -1.10383 1.142
H 0.53644 -1.75496 -1.84347 0.373
C -0.15867 2.31010 -0.88320 -0.953
O 2.48017 1.48262 -1.63249 -0.571
H -1.39450 -2.01076 -3.86309 0.258
H -1.99879 0.54770 0.23579 0.339
C -0.65598 -1.31743 -3.24818 0.152
H 0.18613 2.80296 -1.83227 0.265
C 0.19194 0.49695 0.67381 0.730
O -0.04624 -2.18701 -2.49378 -0.386
C 0.70584 -0.54870 2.83588 -0.798
O 1.80294 -0.49860 -1.02471 -0.676
H 2.09093 0.48499 1.59532 0.408
H -0.75482 -1.60845 3.69925 0.281
C -1.55017 -0.61600 1.93799 -0.701
C -0.60295 -0.94733 2.83475 -0.209
C 0.50154 1.25410 -0.42226 0.186
H 1.40606 -0.67377 3.57825 0.504
H -2.62662 -0.92584 2.05042 0.318
C 1.07071 0.27875 1.75473 -0.312
```

***

4.
Molecular formula: C9H9NO6SW
Method: DFT, ωB97M-V/def2-TZVPD

Values from the calculation:
Multiplicity: 1
Total energy, Ha: -1317.8702
Orbital gap (alpha / beta), eV: 5.84 / 5.84
M, u: 443.1
Total charge: +4
Energy relative to the best compared isomer or geometry (same formula, charge and spin), eV: 3.787
F_max, eV Å⁻¹: 2.75
Lowest unoccupied orbital energy (alpha / beta), eV: -19.33 / -19.33

The geometry in XYZ format:
```
27
Properties=species:S:1:pos:R:3:mulliken_charge:R:1
H -0.53777 -5.37067 -1.38405 0.417
H 2.03403 3.95163 -0.22155 0.492
C -1.21187 1.87353 -0.35885 0.593
C -2.27697 0.85363 0.00115 0.205
N 0.00883 1.24683 -0.60285 -0.238
O -3.43157 0.85483 0.02115 -0.129
C -0.15957 -4.95217 -0.43585 -0.891
C 2.38373 1.16093 -0.22315 0.299
H -2.30427 3.70823 -0.05865 0.578
C -0.16997 4.07573 -0.36615 0.799
H 0.93433 -4.96067 -0.46875 0.404
O 3.51973 1.35893 -0.25885 -0.130
O -0.34757 5.31793 -0.32325 -0.291
H 1.27413 -2.70657 1.05425 0.539
C 0.18273 -2.78827 1.34635 -1.061
C 1.14903 2.02733 -0.46625 0.478
C 1.11103 3.38943 -0.36285 -0.453
H 0.38323 5.98373 -0.32695 0.450
W 0.15013 -0.73257 -0.15965 1.680
S -0.93047 -3.42347 -0.10215 0.653
H -0.49037 -5.70157 0.30385 0.484
H 0.21773 -3.62387 2.08365 0.500
O 1.81303 -0.17477 0.18265 -0.368
O -0.21627 -2.28567 -1.08905 -0.539
H -0.24957 -1.95247 2.02475 0.472
C -1.34647 3.22553 -0.26335 -0.589
O -1.48897 -0.35537 0.45435 -0.353
```

***

5.
Molecular formula: C9H9NOS
Method: DFT, ωB97M-V/def2-TZVPD

Values from the calculation:
Multiplicity: 1
Total energy, Ha: -876.2948
Orbital gap (alpha / beta), eV: 7.16 / 7.16
M, u: 179.2
Energy relative to the best compared isomer or geometry (same formula, charge and spin), eV: 6.472
F_max, eV Å⁻¹: 4.97
Lowest unoccupied orbital energy (alpha / beta), eV: -0.72 / -0.72

The geometry in XYZ format:
```
21
Properties=species:S:1:pos:R:3:mulliken_charge:R:1
C 2.90184 -0.66361 -0.23609 -0.443
C -1.63903 -2.35238 0.17202 -0.375
H -2.46367 -3.05494 0.45246 0.319
C -0.36079 -2.49274 0.56642 -0.500
N -2.14511 2.80789 0.82604 -0.146
H 2.39178 -2.54170 0.79355 0.282
H 3.89924 -0.75071 0.13815 0.350
S -2.25536 -0.94723 -0.83721 0.351
H 0.01427 -3.49784 0.95055 0.234
H -1.91463 3.11651 1.82576 0.237
H -1.40857 4.63590 0.45590 0.086
C 2.07754 -1.57739 0.36964 -0.480
O -3.05199 -0.05144 -0.03479 -0.513
H 0.77366 1.45353 -1.78385 0.325
H 3.11607 1.18624 -1.52283 0.296
C 1.07532 0.53662 -1.17527 -0.322
H -2.65607 1.99249 0.63195 0.289
C 0.23187 -0.43379 -0.64861 -0.558
C 2.46599 0.45391 -0.93632 -0.380
C -1.77479 3.68660 -0.09247 -0.419
C 0.72242 -1.50591 0.08502 1.366
```

***

6.
Molecular formula: C9H9O2S2
Method: DFT, ωB97M-V/def2-TZVPD

Values from the calculation:
Multiplicity: 1
Total energy, Ha: -1295.1685
Orbital gap (alpha / beta), eV: 6.69 / 6.70
M, u: 213.3
Total charge: -1
Energy relative to the best compared isomer or geometry (same formula, charge and spin), eV: 2.987
F_max, eV Å⁻¹: 4.07
Lowest unoccupied orbital energy (alpha / beta), eV: 2.46 / 2.46

The geometry in XYZ format:
```
22
Properties=species:S:1:pos:R:3:mulliken_charge:R:1
H 1.36664 -0.69049 2.44884 0.295
O 3.98694 -1.35112 0.11126 -0.691
H 2.25365 2.33988 -2.17483 0.327
C 0.51891 -0.35736 1.78605 -0.124
O 2.55961 -2.67727 1.17137 -0.677
C -1.73477 0.33632 1.70632 -0.103
H 1.34893 -3.99815 -1.65283 0.030
H 0.71960 1.33013 -2.50139 0.228
C 2.89095 -1.83705 0.33877 0.340
C -0.74400 -0.54681 -0.23879 -0.068
C -0.56055 0.23503 2.39563 -0.753
S 0.44335 -3.10174 -1.70972 -0.420
H -2.82024 0.22603 -0.09181 0.255
H -0.37258 0.51258 3.38244 0.448
C -1.83732 -0.06218 0.37660 -0.607
C 1.68209 -0.98132 -0.32726 -0.018
C 1.52176 1.65202 -1.73250 -0.810
C 0.44875 -0.68073 0.40929 0.446
H 1.06618 1.95388 -0.85998 0.266
S 2.59633 0.17831 -1.30238 0.043
H -0.75773 -0.75990 -1.30879 0.375
H -2.68483 0.85854 2.07729 0.216
```

***

7.
Molecular formula: C9H9O3S2
Method: DFT, ωB97M-V/def2-TZVPD

Values from the calculation:
Multiplicity: 1
Total energy, Ha: -1370.2975
Orbital gap (alpha / beta), eV: 3.52 / 2.81
M, u: 229.3
Total charge: -1
F_max, eV Å⁻¹: 4.77
Lowest unoccupied orbital energy (alpha / beta), eV: -0.30 / -0.63

The geometry in XYZ format:
```
23
Properties=species:S:1:pos:R:3:mulliken_charge:R:1
C 1.14664 -0.13836 -1.48323 0.322
C -1.34534 -1.85521 0.42205 -0.936
C 0.75780 0.99515 0.87176 -0.212
H 2.30186 -0.24419 1.74838 0.263
H -0.83640 -1.52258 1.32097 0.251
O -2.83722 0.38644 0.89411 -0.664
H -1.61759 2.29476 0.36864 0.290
H -0.14570 3.14204 0.85012 0.438
S -2.60564 -0.61736 -0.21810 0.333
S -4.28151 -1.67510 -0.67948 -0.546
C -0.68993 2.76168 0.08754 -1.209
H -0.24265 1.22474 -2.41768 0.341
C 1.58876 -0.14067 0.80869 -0.669
H -0.50425 -2.04285 -0.20140 0.269
H 0.53150 1.39549 1.85449 0.276
C 1.85503 -0.61818 -0.50008 0.396
O 3.72589 -1.77371 -1.47101 -0.611
C 0.25515 0.87631 -1.49536 -0.485
H -1.91206 -2.75721 0.69721 0.432
H -0.75038 3.26143 -0.87424 0.352
C 2.89439 -1.84124 -0.59779 0.220
C 0.07881 1.54143 -0.24383 0.700
O 2.63285 -2.65281 0.25822 -0.551
```

***

8.
Molecular formula: C9H9OP
Method: DFT, ωB97M-V/def2-TZVPD

Values from the calculation:
Multiplicity: 1
Total energy, Ha: -764.8147
Orbital gap (alpha / beta), eV: 7.24 / 7.24
M, u: 164.1
Energy relative to the best compared isomer or geometry (same formula, charge and spin), eV: 1.913
F_max, eV Å⁻¹: 3.62
Lowest unoccupied orbital energy (alpha / beta), eV: -1.29 / -1.29

The geometry in XYZ format:
```
20
Properties=species:S:1:pos:R:3:mulliken_charge:R:1
H -3.33871 -1.10553 -1.46720 0.403
H 2.33041 0.82967 -0.11369 0.437
O 0.39407 -3.54075 -0.06523 -0.568
C -1.28959 -1.08740 -0.70781 -0.377
H -1.22194 -2.11378 -0.97702 0.425
C 2.00878 0.05724 0.51725 -0.247
C -0.70897 1.04409 0.23228 -0.273
C 0.91548 -0.80824 0.19143 -0.073
H 0.10430 1.69044 0.77653 0.250
C -0.30316 -0.24472 -0.17652 1.025
P 1.44318 -2.62557 0.31495 -0.007
H -2.46406 2.45820 0.31987 0.308
C -1.99893 1.50180 0.02046 -0.649
H 2.57319 -0.77267 2.34828 0.304
C -2.86122 0.75556 -0.72993 -0.402
H 3.57452 0.62137 1.52550 0.326
C 2.79853 -0.03885 1.56405 -0.727
H 1.88830 -1.94796 -0.92818 0.069
C -2.56871 -0.58604 -0.98075 -0.647
H -3.80891 1.05966 -1.05482 0.422
```

***

9.
Molecular formula: CAg8O3
Method: DFT, ωB97M-V/def2-TZVPD

Values from the calculation:
Multiplicity: 1
Total energy, Ha: -1436.1125
Orbital gap, eV: 7.01
M, u: 923.0
Total charge: +6
Energy relative to the best compared isomer or geometry (same formula, charge and spin), eV: 1.690
F_max, eV Å⁻¹: 7.09
Lowest unoccupied orbital energy, eV: -23.44

The geometry in XYZ format:
```
12
Properties=species:S:1:pos:R:3:mulliken_charge:R:1
Ag -12.95549 10.48016 -8.46922 0.968
C -14.56774 10.28950 -5.23685 0.359
O -13.90385 9.39938 -4.57384 -0.579
Ag -14.96817 13.99387 -6.84150 0.995
O -14.05335 10.79725 -6.32191 -0.608
Ag -15.51431 7.85989 -6.14754 0.867
Ag -15.20256 8.01694 -2.82913 0.935
Ag -11.71304 11.23648 -5.27694 0.925
Ag -16.37346 10.61281 -7.89890 0.870
O -15.85451 9.93258 -4.89794 -0.514
Ag -15.41569 11.15735 -2.73155 0.880
Ag -18.37818 9.98797 -5.32777 0.902
```

***

10.
Molecular formula: CAuFNO5S2
Method: DFT, ωB97M-V/def2-TZVPD

Values from the calculation:
Multiplicity: 4
Total energy, Ha: -1500.7085
<S²>: 3.766
Orbital gap (alpha / beta), eV: 7.15 / 5.56
M, u: 386.1
Energy relative to the best compared isomer or geometry (same formula, charge and spin), eV: 0.663
F_max, eV Å⁻¹: 6.85
Lowest unoccupied orbital energy (alpha / beta), eV: -0.43 / -5.17

The geometry in XYZ format:
```
11
Properties=species:S:1:pos:R:3:mulliken_charge:R:1
C 0.82201 -1.99145 -0.99256 0.809
N -0.17295 0.76811 0.64454 -0.121
O 0.68810 -3.10532 -1.33492 -0.332
O -1.46443 2.91374 -0.06105 -0.392
O -0.20979 -1.70141 1.12625 -0.587
Au 1.64631 0.93752 -0.18358 0.220
O 1.19221 -0.88655 -1.24096 -0.396
S -0.91543 1.66738 -0.68829 0.830
S -1.04355 -0.41954 1.20638 0.656
O 0.45237 1.96390 -1.36942 -0.392
F -0.99485 -0.14638 2.89361 -0.295
```

***

11.
Molecular formula: CBr2N2O
Method: DFT, ωB97M-V/def2-TZVPD

Values from the calculation:
Multiplicity: 1
Total energy, Ha: -5370.7566
Orbital gap, eV: 9.22
M, u: 215.8
Energy relative to the best compared isomer or geometry (same formula, charge and spin), eV: 0.407
F_max, eV Å⁻¹: 4.30
Lowest unoccupied orbital energy, eV: -0.71

The geometry in XYZ format:
```
6
Properties=species:S:1:pos:R:3:mulliken_charge:R:1
Br -2.72836 -0.47329 0.19487 0.017
N -1.63134 0.96503 0.46551 0.213
C 1.86767 -0.91947 -0.19464 0.203
O -1.75156 1.89222 -0.27790 -0.238
N 0.81691 -1.24634 -0.42208 -0.275
Br 3.42668 -0.21815 0.23424 0.081
```

***

12.
Molecular formula: CBrClF2O
Method: DFT, ωB97M-V/def2-TZVPD

Values from the calculation:
Multiplicity: 1
Total energy, Ha: -3347.0783
Orbital gap, eV: 7.16
M, u: 181.4
Energy relative to the best compared isomer or geometry (same formula, charge and spin), eV: 3.356
F_max, eV Å⁻¹: 3.12
Lowest unoccupied orbital energy, eV: -2.84

The geometry in XYZ format:
```
6
Properties=species:S:1:pos:R:3:mulliken_charge:R:1
F 2.79359 1.13122 -0.49944 -0.302
Br 3.32666 -0.15781 0.76555 0.309
C -0.23717 0.00523 -0.45954 0.677
Cl -0.56787 -1.39003 -1.04586 0.243
F -2.25730 -2.59016 -0.89273 -0.682
O -0.42703 1.08555 -0.07799 -0.245
```

***

13.
Molecular formula: CBrClFN3
Method: DFT, ωB97M-V/def2-TZVPD

Values from the calculation:
Multiplicity: 1
Total energy, Ha: -3336.1696
Orbital gap (alpha / beta), eV: 6.76 / 6.77
M, u: 188.4
Energy relative to the best compared isomer or geometry (same formula, charge and spin), eV: 3.168
F_max, eV Å⁻¹: 4.03
Lowest unoccupied orbital energy (alpha / beta), eV: -3.72 / -3.72

The geometry in XYZ format:
```
7
Properties=species:S:1:pos:R:3:mulliken_charge:R:1
N 0.81825 0.10388 0.04089 -0.185
C 1.26905 0.09472 1.24154 0.410
N 1.83958 0.20621 2.23848 -0.292
Cl -0.39675 0.85194 -2.05481 0.188
F -1.25956 -1.59764 -1.51840 -0.543
N -0.28772 0.08801 -0.50836 0.208
Br -1.98284 0.25289 0.56066 0.215
```